(1)
A structure of composition C5H6O. Source: the Open Molecules 2025 dataset; level of theory: wB97M-V/def2-TZVPD.

Calculated values
spin multiplicity = 1
orbital gap = 9.2 eV
ΔE to the lowest compared entry with this formula, charge and spin = 406.55 kJ/mol
total charge = 0

Geometry as XYZ:
```
12
Properties=species:S:1:pos:R:3:forces:R:3:lowdin_charge:R:1
C -1.0508 0.9345 0.2418 -0.03 0.05 -0.03 -0.029
C -0.3721 -0.3938 0.4846 -0.53 -0.16 0.34 -0.506
O -0.7932 -1.3525 1.0735 0.23 0.34 -0.24 0.042
C 0.4847 -0.8425 -1.2516 0.10 -0.05 -0.15 -0.009
C 1.3534 -0.4197 -0.2708 -0.03 0.14 0.31 -0.163
C 1.4537 0.0716 0.8743 0.17 -0.15 -0.31 0.127
H -2.0155 0.7418 -0.2360 0.14 0.00 0.06 0.092
H -0.4540 1.6018 -0.3796 -0.06 -0.13 0.10 0.086
H -1.2383 1.4071 1.2103 0.03 -0.08 -0.12 0.092
H 0.3148 -0.2115 -2.1210 0.03 -0.07 0.14 0.089
H 0.2928 -1.9057 -1.3583 0.03 0.15 0.03 0.096
H 2.0245 0.3689 1.7329 -0.09 -0.04 -0.13 0.084
```
Positions in Å, forces in eV/Å.

=====

(2)
An isolated molecule of C5H6O. Source: the Open Molecules 2025 dataset; level of theory: wB97M-V/def2-TZVPD.

Calculated values
spin multiplicity = 1
orbital gap (alpha / beta) = 7.8 / 7.8 eV
ΔE to the lowest compared entry with this formula, charge and spin = 454.32 kJ/mol
total charge = 0
SMILES string = C=C=C1O[C@H]1C

Geometry as XYZ:
```
12
Properties=species:S:1:pos:R:3:forces:R:3:lowdin_charge:R:1
C -1.3770 1.1287 -1.4882 -0.14 0.13 0.00 -0.008
C -0.0870 0.9813 -1.8500 -0.21 -0.06 0.19 -0.066
C 0.5790 0.2646 -0.9045 -0.06 -0.25 0.12 -0.333
O 1.7412 -0.2502 -0.5925 -0.20 0.03 -0.08 0.111
C 0.4863 -0.7470 0.1198 0.23 -0.29 0.13 -0.183
C 0.5678 -0.5156 1.6025 0.04 0.02 0.00 -0.038
H -1.6962 0.9578 -0.4543 -0.11 0.50 -0.02 0.062
H -2.1827 1.3510 -2.1836 0.13 -0.02 -0.09 0.048
H 0.1339 -1.7263 -0.1954 0.43 -0.07 -0.03 0.144
H -0.3652 -0.7582 2.1215 0.07 0.04 -0.23 0.085
H 0.8590 0.5089 1.8501 -0.09 -0.14 -0.13 0.091
H 1.3410 -1.1950 1.9745 -0.09 0.11 0.13 0.087
```
Positions in Å, forces in eV/Å.

=====

(3)
An isolated molecule of C5H6O at a distorted geometry. Source: the Open Molecules 2025 dataset; level of theory: wB97M-V/def2-TZVPD.

Calculated values
spin multiplicity = 1
orbital gap = 9.4 eV
ΔE to the lowest compared entry with this formula, charge and spin = 122.24 kJ/mol
total charge = 0
SMILES string = C=C1C=CCO1

Geometry as XYZ:
```
12
Properties=species:S:1:pos:R:3:forces:R:3:lowdin_charge:R:1
C 1.0941 -1.8337 0.0037 0.91 -1.29 -1.61 0.045
C 0.3567 -0.7428 -0.0050 -1.37 1.81 1.99 -0.408
C -0.5860 -0.1664 1.0388 -0.13 -1.92 0.67 -0.020
C -1.0135 1.0443 0.6654 0.20 -0.66 0.60 -0.071
C -0.3437 1.4037 -0.6202 0.39 -0.16 -0.37 -0.148
O 0.4270 0.2071 -0.9507 -0.32 1.07 -1.65 -0.053
H 1.1024 -2.5358 0.8273 -0.21 0.14 -0.10 0.052
H 1.6605 -2.1100 -0.9400 -0.56 0.48 1.47 0.087
H -0.8974 -0.8345 1.9150 0.45 1.47 -1.26 0.136
H -1.6888 1.6963 1.2249 0.24 -0.28 -0.34 0.111
H 0.4244 2.1899 -0.4718 -0.57 -0.09 -0.22 0.129
H -1.0626 1.7063 -1.4459 0.97 -0.57 0.81 0.140
```
Positions in Å, forces in eV/Å.

=====

(4)
An isolated molecule of C5H6O. Source: the Open Molecules 2025 dataset; level of theory: wB97M-V/def2-TZVPD.

Calculated values
spin multiplicity = 1
orbital gap = 8.6 eV
ΔE to the lowest compared entry with this formula, charge and spin = 399.67 kJ/mol
total charge = 0

Geometry as XYZ:
```
12
Properties=species:S:1:pos:R:3:forces:R:3:lowdin_charge:R:1
C -1.2658 -1.1706 0.2071 -0.05 -0.03 0.00 -0.051
C -0.2080 -0.1010 0.1141 -0.03 -0.25 -0.28 -0.405
C 1.1722 -0.3508 -0.0918 -0.18 0.13 0.13 -0.064
O 1.7787 0.7535 -0.4102 -0.13 -0.13 -0.03 0.023
C -0.4764 1.3618 -0.2558 0.41 0.01 -0.12 -0.018
C 0.8090 1.7713 -0.4856 -0.16 0.14 -0.02 -0.159
H -2.1980 -0.7248 0.5614 0.14 -0.08 -0.03 0.082
H -1.4573 -1.5984 -0.7812 0.02 0.07 0.13 0.083
H -0.9742 -1.9811 0.8823 -0.05 0.10 -0.08 0.079
H -0.1827 0.5751 1.0468 0.08 0.02 0.27 0.185
H 1.7639 -1.2556 -0.0120 -0.01 0.20 -0.02 0.146
H 1.2387 2.7207 -0.7752 -0.04 -0.19 0.06 0.099
```
Positions in Å, forces in eV/Å.

=====

(5)
An isolated molecule of C5H6O. Source: the Open Molecules 2025 dataset; level of theory: wB97M-V/def2-TZVPD.

Calculated values
spin multiplicity = 1
orbital gap = 9.1 eV
ΔE to the lowest compared entry with this formula, charge and spin = 204.80 kJ/mol
total charge = 0
SMILES string = C#C/C=C(\C)O

Geometry as XYZ:
```
12
Properties=species:S:1:pos:R:3:forces:R:3:lowdin_charge:R:1
C -1.8991 1.1000 1.6210 0.24 -0.05 -0.31 0.102
C -0.9252 1.0017 0.9147 -0.54 -0.01 0.16 -0.164
C 0.3156 0.8961 0.2323 0.03 -0.08 0.00 -0.108
C 0.8340 -0.2386 -0.2792 -0.34 0.16 0.01 -0.380
C 0.0757 -1.4279 -0.7773 -0.02 0.01 0.09 -0.008
O 2.1753 -0.3064 -0.4609 0.07 0.13 -0.10 0.050
H -2.7575 1.1771 2.2491 0.10 0.01 -0.13 0.019
H 0.9384 1.7888 0.1841 0.04 -0.13 0.40 0.113
H 0.7145 -2.3062 -0.8934 -0.04 0.17 0.13 0.084
H -0.3454 -1.1771 -1.7578 0.06 -0.08 0.13 0.095
H -0.7623 -1.6587 -0.1164 0.09 0.05 -0.03 0.086
H 2.5239 0.3936 0.1117 0.31 -0.18 -0.36 0.110
```
Positions in Å, forces in eV/Å.

=====

(6)
A structure of composition C5H6O. Source: the Open Molecules 2025 dataset; level of theory: wB97M-V/def2-TZVPD.

Calculated values
spin multiplicity = 1
orbital gap = 8.5 eV
ΔE to the lowest compared entry with this formula, charge and spin = 441.02 kJ/mol
total charge = 0

Geometry as XYZ:
```
12
Properties=species:S:1:pos:R:3:forces:R:3:lowdin_charge:R:1
O -0.7353 0.3123 -1.6144 0.10 0.00 0.07 -0.019
C 0.3316 0.5205 -0.9092 0.29 -0.17 -0.18 -0.370
C 0.8406 -0.6448 -0.0566 0.04 0.02 -0.01 -0.133
C -0.2967 -0.8401 0.9641 0.01 -0.09 0.04 -0.193
C -0.8018 0.5672 1.0802 0.04 0.03 -0.42 0.034
C -0.9051 1.2549 -0.0307 -0.23 0.22 0.50 -0.028
H 1.0599 1.2731 -1.2482 -0.14 -0.09 0.07 0.146
H 1.7742 -0.3736 0.4469 -0.13 -0.02 -0.08 0.116
H 1.0242 -1.5176 -0.6927 -0.03 0.11 0.08 0.120
H -1.0863 -1.4841 0.5598 0.07 0.09 0.06 0.121
H 0.0517 -1.2680 1.9070 -0.07 0.09 -0.15 0.098
H -1.2570 2.2003 -0.4061 0.05 -0.19 0.02 0.109
```
Positions in Å, forces in eV/Å.

=====

(7)
A cluster of 2 separate species, C5H6O in total. Source: the Open Molecules 2025 dataset; level of theory: wB97M-V/def2-TZVPD.

Calculated values
spin multiplicity = 1
orbital gap = 10.4 eV
ΔE to the lowest compared entry with this formula, charge and spin = 132.84 kJ/mol
total charge = 0

Geometry as XYZ:
```
12
Properties=species:S:1:pos:R:3:forces:R:3:lowdin_charge:R:1
O -1.3367 2.4542 0.5703 0.35 -0.13 -0.70 0.039
C -0.8448 2.1764 -0.4112 -0.42 0.50 0.66 0.011
C -1.1441 -0.7854 -0.7453 0.03 -0.02 0.07 -0.028
C -0.5537 -0.7260 0.4467 -0.07 -0.10 -0.04 -0.225
C 1.7908 -0.2075 -0.0803 -0.10 -0.01 0.11 0.010
C 0.7387 -0.0731 0.7249 0.18 -0.20 -0.13 -0.237
H -2.0797 -1.3175 -0.8857 0.12 0.03 0.03 0.057
H -0.7255 -0.2799 -1.6142 -0.04 -0.11 0.18 0.055
H -1.0156 -1.2121 1.3059 -0.07 0.11 -0.13 0.100
H 1.6989 -0.7535 -1.0154 0.08 -0.04 0.17 0.064
H 2.7694 0.1746 0.1823 -0.09 0.19 -0.09 0.055
H 0.8265 0.4804 1.6617 0.04 -0.22 -0.13 0.100
```
Positions in Å, forces in eV/Å.

=====

(8)
An isolated molecule of C5H6O at a distorted geometry. Source: the Open Molecules 2025 dataset; level of theory: wB97M-V/def2-TZVPD.

Calculated values
spin multiplicity = 1
orbital gap = 8.9 eV
ΔE to the lowest compared entry with this formula, charge and spin = 320.03 kJ/mol
total charge = 0
SMILES string = C=C1C=COC1

Geometry as XYZ:
```
12
Properties=species:S:1:pos:R:3:forces:R:3:lowdin_charge:R:1
C 1.8098 -0.0995 -0.0161 4.14 1.02 -1.35 0.012
C 0.5070 0.0439 -0.1289 0.94 -4.34 1.36 -0.297
C -0.2050 1.2722 -0.0401 -3.88 -0.48 0.82 -0.024
C -1.5320 0.8708 0.0012 4.52 -3.13 -0.83 -0.007
O -1.6347 -0.5309 -0.1534 -4.17 1.98 -0.62 -0.127
C -0.5044 -1.2182 0.0717 2.29 2.74 -2.73 -0.132
H 2.3132 0.8651 0.1430 0.06 -0.16 -0.14 0.048
H 2.6681 -0.8203 -0.3644 -2.63 0.46 1.14 0.102
H 0.2219 2.2531 0.0920 -0.10 -0.06 -0.21 0.111
H -2.5292 1.0229 -0.0517 -2.76 2.71 0.12 0.092
H -0.6256 -1.5716 1.0244 0.97 -0.84 2.94 0.095
H -0.4892 -2.0874 -0.5777 0.62 0.10 -0.50 0.128
```
Positions in Å, forces in eV/Å.

=====

(9)
An isolated molecule of C5H6O. Source: the Open Molecules 2025 dataset; level of theory: wB97M-V/def2-TZVPD.

Calculated values
spin multiplicity = 1
orbital gap = 9.3 eV
ΔE to the lowest compared entry with this formula, charge and spin = 217.36 kJ/mol
total charge = 0
SMILES string = C=C/C=C\C=O

Geometry as XYZ:
```
12
Properties=species:S:1:pos:R:3:forces:R:3:lowdin_charge:R:1
C 0.8224 -1.1257 -0.1389 0.85 -0.20 0.16 0.008
C 1.2949 0.1461 -0.0971 -0.03 -0.13 -0.19 -0.149
C 0.4572 1.1842 0.4478 -0.18 -0.23 0.16 -0.096
C -0.8585 0.8651 0.4889 0.12 0.09 0.20 -0.033
C -1.3344 -0.3533 -0.2177 -0.73 0.33 -0.05 -0.379
O -2.0814 -1.2308 0.1615 -0.01 0.51 -0.02 0.016
H 1.0603 -1.8009 -0.9511 0.68 -0.16 0.25 0.084
H 0.3166 -1.5805 0.7000 -0.48 0.30 -0.22 0.090
H 2.2173 0.3919 -0.6142 -0.30 0.23 -0.43 0.104
H 0.8413 2.1826 0.6546 -0.12 -0.28 0.21 0.105
H -1.6494 1.5128 0.8511 0.17 0.08 0.22 0.114
H -1.0864 -0.1915 -1.2849 0.02 -0.52 -0.28 0.136
```
Positions in Å, forces in eV/Å.

=====

(10)
An isolated molecule of C5H6O. Source: the Open Molecules 2025 dataset; level of theory: wB97M-V/def2-TZVPD.

Calculated values
spin multiplicity = 1
orbital gap = 10.4 eV
ΔE to the lowest compared entry with this formula, charge and spin = 170.31 kJ/mol
total charge = 0
SMILES string = C=C=CC(C)=O

Geometry as XYZ:
```
12
Properties=species:S:1:pos:R:3:forces:R:3:lowdin_charge:R:1
C 1.4011 -1.0624 -1.4529 -0.13 0.03 -0.03 0.024
C 0.2147 -0.5359 -1.3138 0.10 0.03 0.09 -0.109
C -0.8158 0.1540 -0.9149 0.24 -0.11 -0.14 -0.040
C -0.4520 0.9909 0.2989 0.08 0.35 0.13 -0.451
C -0.5530 0.2925 1.6378 0.00 0.00 0.10 -0.014
O -0.0378 2.1196 0.1817 -0.32 -0.38 0.09 0.092
H 1.6608 -1.9975 -0.9660 -0.05 0.03 -0.17 0.063
H 2.1621 -0.5451 -2.0293 -0.08 -0.14 -0.03 0.067
H -1.8046 0.1751 -1.3655 0.22 0.01 0.05 0.113
H 0.2855 0.5880 2.2730 -0.14 0.03 -0.07 0.088
H -0.5809 -0.7941 1.5271 0.01 0.19 0.02 0.079
H -1.4800 0.6149 2.1239 0.08 -0.03 -0.03 0.089
```
Positions in Å, forces in eV/Å.